{"formula": "C33H83NO18", "method": "ωB97M-V/def2-TZVPD", "s_squared": 0.75, "orbital_gap_ev": [3.0, 7.2], "total_charge": -1, "spin_multiplicity": 2, "symbols": ["C", "H", "C", "C", "H", "H", "H", "H", "H", "H", "H", "H", "H", "H", "C", "C", "C", "C", "H", "O", "H", "H", "H", "H", "H", "N", "H", "H", "C", "H", "H", "H", "H", "O", "H", "H", "H", "O", "H", "H", "O", "C", "C", "O", "H", "H", "H", "C", "H", "H", "H", "H", "C", "H", "H", "H", "H", "H", "C", "H", "H", "O", "H", "H", "C", "H", "H", "H", "H", "C", "O", "H", "C", "H", "O", "C", "H", "H", "H", "H", "H", "H", "H", "O", "C", "C", "C", "H", "H", "H", "O", "H", "H", "C", "H", "C", "H", "H", "C", "O", "O", "H", "H", "O", "H", "H", "H", "C", "H", "O", "O", "C", "H", "H", "H", "C", "H", "H", "C", "H", "C", "O", "H", "H", "H", "H", "H", "O", "C", "C", "H", "O", "C", "C", "C"], "coordinates": [[-3.14, 2.49, -1.06], [-6.37, 4.66, -2.60], [-2.81, 3.01, -5.61], [-0.84, 3.58, -4.23], [-1.79, 1.59, 6.29], [-0.90, 3.07, 6.47], [-3.58, 3.53, -5.04], [-0.48, 0.73, -4.46], [-0.18, 3.83, -5.06], [-1.56, -4.36, -4.63], [9.13, 1.81, 4.38], [2.12, 0.14, 4.27], [3.60, -0.45, 1.80], [-3.05, -4.16, 2.86], [7.55, 0.71, 1.85], [-5.38, 4.22, -2.53], [3.37, 0.60, -1.43], [-0.50, -1.23, 0.47], [-3.85, 6.11, -1.33], [-1.80, 2.65, -4.68], [-2.48, -0.61, -2.89], [2.96, 1.52, 0.42], [2.43, 0.05, -1.49], [-0.59, 2.63, -2.25], [-0.28, 0.32, 4.35], [-0.05, 0.06, 0.95], [-1.74, -4.35, 4.81], [5.92, 0.31, -2.11], [-5.05, -1.61, -2.64], [2.44, 0.91, 7.51], [-6.11, -1.75, -2.83], [-0.69, -2.97, -5.28], [-4.56, -3.63, -2.42], [-3.37, -0.92, 1.95], [-5.43, 3.45, -3.30], [3.65, 3.95, 0.92], [2.22, 2.21, -0.92], [2.38, -0.79, 6.21], [2.15, -4.95, 0.66], [0.64, -4.15, 1.16], [0.35, -3.94, -3.80], [8.30, 1.19, 4.05], [-1.29, -3.39, 4.56], [5.69, -0.86, 2.29], [-6.25, 3.16, -0.95], [-3.02, -4.39, -0.45], [0.64, 3.85, -2.62], [-2.80, -3.11, 2.71], [-5.09, -2.84, -0.99], [1.52, -1.35, 4.39], [0.96, -5.99, -3.65], [-0.26, 0.48, -2.73], [0.24, 0.18, 5.29], [6.29, -1.13, -1.18], [-0.86, -2.96, 5.46], [3.71, 0.88, 6.18], [-1.98, -3.13, 2.00], [-4.21, -2.71, 1.18], [6.01, 0.58, 2.13], [5.10, -1.20, -2.55], [4.79, 4.70, -0.10], [-2.30, -2.61, 3.98], [-1.58, -1.16, 0.38], [-4.55, -0.42, 0.34], [-3.92, -2.24, 2.12], [-2.66, 1.52, -1.15], [-2.43, 3.84, -6.20], [4.05, -2.02, 2.36], [8.00, -0.29, 1.92], [5.50, -0.62, -1.72], [0.37, 1.51, 5.85], [5.71, 1.13, 3.03], [-4.26, -0.08, 1.33], [7.73, 0.91, 0.80], [4.30, 2.73, -0.69], [1.64, -0.48, 5.03], [-0.33, -0.45, 5.98], [-3.53, 6.97, -2.78], [-0.41, -5.55, -2.75], [-0.41, -4.57, -5.75], [5.54, 1.07, 1.28], [-5.10, 0.11, 2.00], [-5.22, 6.86, -2.28], [-4.39, 5.07, -2.97], [3.95, 4.01, -0.13], [1.39, -4.22, 0.38], [0.57, -5.18, -3.04], [2.20, -4.26, -1.84], [-4.91, 4.20, -0.36], [-4.79, -2.24, 2.79], [8.25, 1.67, 2.67], [-3.73, 0.87, 1.25], [-2.31, -4.34, -2.06], [-2.41, -3.79, -1.12], [1.83, -3.23, 0.26], [-0.94, 2.15, 5.89], [-0.08, -1.32, -0.54], [7.43, 1.36, 4.67], [3.17, 1.79, -0.62], [-4.51, 2.33, -1.28], [0.97, -0.03, 1.55], [1.01, -0.11, -3.92], [-5.03, -0.70, -2.04], [4.38, -0.19, -0.90], [-2.87, -0.21, -4.62], [-0.51, -3.53, 3.81], [-2.66, 3.15, -1.79], [-5.24, 3.53, -1.16], [8.65, 0.17, 4.23], [0.60, -4.64, -0.67], [-3.08, -2.55, -1.46], [4.24, -0.96, 2.52], [4.13, -0.63, 3.55], [3.68, -0.30, 7.58], [-3.24, 2.16, -6.15], [-4.42, -2.72, -1.83], [-1.47, -3.63, -0.59], [-1.23, 4.52, -3.84], [0.08, 3.01, -3.02], [1.78, -5.96, -1.38], [1.41, -5.00, -1.73], [0.93, 1.90, -3.45], [3.21, 4.59, -0.67], [3.66, 0.85, -2.45], [-3.81, 0.45, -3.42], [-1.15, 2.41, 4.85], [-0.21, -2.03, 1.15], [-0.62, 1.08, 0.59], [-3.26, -0.47, -3.64], [3.10, 0.30, 6.88], [-2.88, 2.82, -0.05], [-4.25, -1.48, -3.85], [-0.57, -3.97, -4.86], [0.26, 0.64, -3.67], [-4.27, 6.32, -2.32]], "lowdin_spin": [0.0013, 0.0000, 0.0000, 0.0004, 0.0000, 0.0000, 0.0000, 0.0002, 0.0001, 0.0000, 0.0000, 0.0009, 0.0016, 0.0000, 0.0000, 0.0000, 0.0039, 0.0336, 0.0000, 0.0001, 0.0005, 0.0033, 0.0032, 0.0024, 0.0011, 0.4044, 0.0000, 0.0000, 0.0000, 0.0000, 0.0000, 0.0000, 0.0000, 0.0005, 0.0000, 0.0000, 0.0024, 0.0005, 0.0000, 0.0004, 0.0014, 0.0000, 0.0004, 0.0002, 0.0000, 0.0000, 0.0002, 0.0006, 0.0000, 0.0013, 0.0000, 0.0039, 0.0016, 0.0000, 0.0000, 0.0000, 0.0003, 0.0000, 0.0000, 0.0001, 0.0000, 0.0001, 0.0035, 0.0001, 0.0001, 0.0007, 0.0000, 0.0000, 0.0000, 0.0002, 0.0005, 0.0000, 0.0012, 0.0000, 0.0010, 0.0018, 0.0001, 0.0000, 0.0000, 0.0000, 0.0000, 0.0001, 0.0000, 0.0000, 0.0001, 0.0030, 0.0001, 0.0005, 0.0000, 0.0000, 0.0000, 0.0011, 0.0000, 0.0007, 0.0026, 0.0006, 0.0201, 0.0000, 0.0044, 0.0002, 0.2481, 0.0003, 0.0000, 0.0019, 0.0000, 0.0003, 0.0002, 0.0001, 0.0000, 0.0015, 0.0009, 0.0015, 0.0001, 0.0000, 0.0000, 0.0000, 0.0005, 0.0000, 0.0024, 0.0000, 0.0007, 0.0013, 0.0000, 0.0000, 0.0000, 0.0009, 0.0041, 0.2163, 0.0002, 0.0000, 0.0008, 0.0001, 0.0001, 0.0038, 0.0000]}